# C25H17Cl2O2PPt

A structure of composition C25H17Cl2O2PPt (ωB97M-V/def2-TZVPD, OMol25).

Properties
Gap between HOMO and LUMO (spin up / spin down) ... 0.2792 / 0.2320 hartree
<S²> ... 2.013
Energy ... -67874.07513 eV
HOMO level (spin up / spin down) ... -7.7 / -7.9 eV
Energy relative to the best compared isomer or geometry (same formula, charge and spin) ... 13.6 kcal per mole

```
! wB97M-V def2-TZVPD RIJCOSX def2/J DEFGRID3
* xyz 0 3
Pt 0.564 -0.848 -1.377
Cl 0.166 -8.372 -0.618
C 0.341 -6.655 -0.484
C 1.019 -6.136 0.630
C 1.215 -4.789 0.738
Cl 2.025 -4.115 2.097
C 0.805 -3.855 -0.283
O 1.153 -2.650 -0.169
C 0.020 -4.419 -1.349
C -0.621 -3.598 -2.322
O -0.600 -2.371 -2.460
C -0.175 -5.816 -1.431
H 1.376 -6.808 1.396
H -1.263 -4.158 -3.024
H -0.733 -6.215 -2.266
C -2.648 2.996 -3.019
C -3.289 2.198 -2.083
C -2.554 1.610 -1.071
C -1.174 1.800 -0.998
C -0.544 2.634 -1.916
C -1.286 3.232 -2.921
P -0.304 0.823 0.281
C -0.901 1.681 1.796
C -1.070 3.062 1.813
C -1.394 3.691 3.002
C -1.556 2.950 4.162
C -1.413 1.573 4.138
C -1.083 0.938 2.953
C 1.448 1.300 0.183
C 2.242 2.095 0.988
C 3.588 2.208 0.664
C 4.092 1.573 -0.458
C 3.294 0.740 -1.240
C 1.959 0.562 -0.905
H -3.212 3.425 -3.833
H -4.354 2.024 -2.146
H -3.037 0.988 -0.328
H 0.520 2.808 -1.842
H -0.795 3.878 -3.635
H -0.952 3.637 0.904
H -1.515 4.765 3.028
H -1.791 3.449 5.090
H -1.554 0.995 5.039
H -0.963 -0.136 2.906
H 1.846 2.578 1.870
H 4.242 2.787 1.300
H 5.135 1.701 -0.708
H 3.729 0.237 -2.094
*
```


# C25H17N5RuS2

A structure of composition C25H17N5RuS2 (ωB97M-V/def2-TZVPD, OMol25).

Properties
Gap between HOMO and LUMO (spin up / spin down) ... 0.2097 / 0.2124 hartree
Energy ... -57890.11299 eV
HOMO level (spin up / spin down) ... -14.7 / -14.7 eV
Energy relative to the best compared isomer or geometry (same formula, charge and spin) ... 6.5 kcal per mole

```
! wB97M-V def2-TZVPD RIJCOSX def2/J DEFGRID3
* xyz 2 1
Ru -0.400 -0.294 0.462
C 2.886 -0.194 1.687
C 1.890 0.563 2.500
C 2.372 1.246 3.618
C 1.526 1.956 4.433
C 0.177 1.966 4.116
C -0.261 1.274 3.009
N 0.574 0.573 2.186
C -1.688 1.264 2.651
C -2.711 1.771 3.434
C -4.014 1.657 2.977
C -4.272 1.032 1.768
C -3.205 0.545 1.032
N -1.951 0.681 1.477
C -3.310 -0.163 -0.255
C -4.528 -0.292 -0.884
C -4.599 -0.948 -2.103
C -3.431 -1.432 -2.638
C -2.214 -1.275 -1.972
C -1.004 -1.840 -2.635
N -2.145 -0.655 -0.773
H 3.890 0.036 2.032
H 2.826 0.069 0.636
H 2.735 -1.269 1.803
H 3.432 1.209 3.823
H 1.900 2.495 5.293
H -0.522 2.518 4.724
H -2.512 2.233 4.388
H -4.831 2.041 3.571
H -5.289 0.921 1.425
H -5.417 0.122 -0.436
H -5.542 -1.063 -2.619
H -3.430 -1.938 -3.593
H -1.234 -2.083 -3.669
H -0.691 -2.763 -2.143
H -0.183 -1.131 -2.633
S 0.632 1.045 -0.968
C 1.865 0.166 -1.726
C 2.718 0.764 -2.687
C 3.697 0.004 -3.264
C 4.559 0.602 -4.241
N 5.242 1.081 -5.029
C 3.878 -1.382 -2.912
C 3.071 -1.972 -1.986
C 2.044 -1.199 -1.378
S 1.000 -1.817 -0.223
C 4.916 -2.147 -3.539
N 5.739 -2.765 -4.046
H 2.602 1.802 -2.967
H 3.212 -3.012 -1.725
*
```


# C25H18Cl2IN5O2SW

A structure of composition C25H18Cl2IN5O2SW (ωB97M-V/def2-TZVPD, OMol25).

Properties
Gap between HOMO and LUMO (spin up / spin down) ... 0.2424 / 0.1834 hartree
<S²> ... 2.030
Energy ... -83556.05696 eV
HOMO level (spin up / spin down) ... -13.6 / -13.9 eV
Energy relative to the best compared isomer or geometry (same formula, charge and spin) ... 23.5 kcal per mole

```
! wB97M-V def2-TZVPD RIJCOSX def2/J DEFGRID3
* xyz 2 3
W 0.305 1.225 -1.010
N -4.303 1.619 -0.663
C -3.022 1.346 -0.818
S -1.865 2.521 -1.154
N -2.698 0.028 -0.691
N -1.451 -0.252 -0.957
C -1.151 -1.554 -0.858
C -2.096 -2.583 -0.455
C -1.737 -3.433 0.601
C -2.613 -4.415 1.023
C -3.826 -4.590 0.367
C -4.174 -3.770 -0.701
C -3.328 -2.755 -1.100
C 0.210 -1.896 -1.236
C 0.586 -3.203 -1.508
C 1.853 -3.455 -2.014
C 2.685 -2.383 -2.271
C 2.236 -1.099 -1.999
N 1.038 -0.854 -1.473
H -4.654 2.561 -0.727
H -4.949 0.867 -0.470
H -0.796 -3.289 1.117
H -2.351 -5.048 1.860
H -4.501 -5.374 0.684
H -5.108 -3.927 -1.223
H -3.590 -2.126 -1.940
H -0.122 -4.004 -1.359
H 2.165 -4.467 -2.232
H 3.668 -2.519 -2.700
H 2.849 -0.241 -2.228
Cl 3.838 0.731 5.453
C 2.824 0.648 4.069
C 1.509 0.171 4.211
C 0.668 0.093 3.128
Cl -0.933 -0.520 3.295
C 1.087 0.516 1.851
O 0.243 0.447 0.857
C 2.426 0.967 1.712
C 2.983 1.247 0.447
O 2.379 1.270 -0.657
C 3.284 1.022 2.840
H 1.159 -0.144 5.185
H 4.058 1.442 0.399
H 4.304 1.362 2.717
I 0.081 1.074 -3.731
C 0.821 3.215 -1.391
C 1.157 4.399 -2.012
C 1.341 5.481 -1.162
C 1.172 5.348 0.222
C 0.821 4.126 0.757
N 0.668 3.105 -0.093
H 1.267 4.473 -3.084
H 1.613 6.447 -1.569
H 1.309 6.199 0.874
H 0.661 3.951 1.813
*
```


# C25H18CsF9N10OS2

A structure of composition C25H18CsF9N10OS2 (ωB97M-V/def2-TZVPD, OMol25).

Properties
Gap between HOMO and LUMO ... 0.1570 hartree
Energy ... -89844.23453 eV
HOMO level ... -0.6 eV
Energy relative to the best compared isomer or geometry (same formula, charge and spin) ... 0.0 kcal per mole

```
! wB97M-V def2-TZVPD RIJCOSX def2/J DEFGRID3
* xyz -2 1
Cs 0.036 0.944 -0.620
C 3.892 1.021 2.889
C 2.904 0.254 2.284
N 1.617 0.510 2.450
C 1.299 1.555 3.214
C 2.295 2.315 3.819
N 3.590 2.051 3.671
C -0.148 1.899 3.345
C -0.661 2.577 4.440
C -2.026 2.862 4.449
C -2.800 2.468 3.374
C -2.214 1.788 2.297
N -0.910 1.523 2.325
C -3.039 1.294 1.160
C -4.097 2.094 0.746
N -5.121 1.529 0.004
C -4.928 0.344 -0.448
C -3.612 -0.392 -0.382
N -2.800 0.057 0.740
C -2.643 3.546 5.614
C -3.870 3.139 6.127
C -4.403 3.802 7.219
N -3.810 4.828 7.830
C -2.635 5.216 7.333
C -2.021 4.617 6.246
H 4.942 0.810 2.729
H 3.163 -0.575 1.637
H 2.044 3.180 4.423
H -0.054 2.835 5.299
H -3.862 2.674 3.375
H -4.251 3.101 1.114
H -5.757 -0.150 -0.958
H -3.832 -1.453 -0.212
H -4.383 2.301 5.672
H -5.356 3.493 7.634
H -2.165 6.057 7.833
H -1.072 4.979 5.869
C -3.704 -3.722 -2.648
C -3.414 -4.218 -1.285
N -4.163 -5.028 -0.594
N -3.465 -5.201 0.570
C -2.298 -4.532 0.615
S -1.134 -4.536 1.818
N -2.291 -3.880 -0.579
N -1.220 -3.109 -1.050
H -4.642 -4.155 -2.989
H -2.893 -4.006 -3.324
H -3.740 -2.625 -2.653
H -3.821 -5.779 1.307
H -0.653 -2.944 -0.218
H -1.600 -2.187 -1.363
F 4.679 -0.330 -2.205
C 4.870 0.776 -1.463
F 6.154 1.154 -1.650
F 4.764 0.402 -0.178
C 3.800 1.882 -1.813
O 2.624 1.608 -1.318
C 3.759 1.998 -3.386
F 3.024 1.015 -3.912
F 4.970 1.948 -3.988
F 3.193 3.162 -3.763
C 4.354 3.252 -1.260
F 4.788 3.115 0.010
F 3.391 4.179 -1.244
F 5.388 3.772 -1.963
S -2.814 -0.356 -2.077
*
```


# C25H18F4O4

A cluster of 2 separate species, C25H18F4O4 in total (ωB97M-V/def2-TZVPD, OMol25).

Properties
Gap between HOMO and LUMO ... 0.1997 hartree
Energy ... -45275.71116 eV
HOMO level ... -7.8 eV

```
! wB97M-V def2-TZVPD RIJCOSX def2/J DEFGRID3
* xyz 0 1
F -1.312 -3.593 -2.855
C -0.085 -3.060 -2.526
C 0.734 -2.601 -3.558
C 1.964 -2.065 -3.179
F 2.844 -1.700 -4.177
C 2.346 -1.922 -1.856
C 1.533 -2.453 -0.816
C 2.021 -2.444 0.537
C 1.207 -2.165 1.689
C 1.870 -1.880 2.920
C 1.156 -1.726 4.091
F 1.835 -1.440 5.255
C -0.234 -1.849 4.157
C -0.880 -2.044 2.937
F -2.255 -2.169 2.954
C -0.218 -2.120 1.717
C 0.293 -3.026 -1.191
H 0.438 -2.676 -4.600
H 3.294 -1.448 -1.602
H 3.074 -2.180 0.661
H 2.954 -1.807 2.926
H -0.776 -1.774 5.094
H -0.799 -2.163 0.800
H -0.342 -3.499 -0.442
C 4.138 -7.227 2.008
C 2.987 -6.351 2.466
C 2.227 -6.934 3.655
O 3.467 -5.048 2.874
C 3.931 -4.213 1.881
O 4.576 -3.240 2.245
C 3.532 -4.499 0.510
C 4.427 -4.230 -0.588
C 4.192 -4.749 -1.899
C 4.862 -4.229 -3.001
C 5.840 -3.242 -2.841
C 6.187 -2.817 -1.555
C 5.518 -3.320 -0.443
C 2.411 -5.411 0.329
O 1.742 -5.514 -0.686
O 2.019 -6.165 1.413
H 4.672 -6.784 1.159
H 4.832 -7.364 2.846
H 3.746 -8.211 1.724
H 1.415 -6.261 3.944
H 1.808 -7.905 3.378
H 2.910 -7.060 4.498
H 3.424 -5.512 -2.025
H 4.599 -4.598 -3.995
H 6.329 -2.811 -3.715
H 6.977 -2.080 -1.403
H 5.774 -2.986 0.562
*
```


# C25H19AuClNO4P

A structure of composition C25H19AuClNO4P (ωB97M-V/def2-TZVPD, OMol25).

Properties
Gap between HOMO and LUMO (spin up / spin down) ... 0.2866 / 0.1483 hartree
<S²> ... 2.025
Energy ... -61388.78392 eV
HOMO level (spin up / spin down) ... -17.4 / -17.5 eV
Energy relative to the best compared isomer or geometry (same formula, charge and spin) ... 3.9 kcal per mole

```
! wB97M-V def2-TZVPD RIJCOSX def2/J DEFGRID3
* xyz 3 3
Au 0.368 1.672 0.087
O 0.129 6.068 0.161
C -0.039 4.784 0.133
O 0.866 3.957 0.100
C -1.473 4.354 0.133
C -2.544 5.237 0.167
C -3.824 4.705 0.136
C -3.989 3.327 0.076
C -2.856 2.521 0.059
N -1.637 3.040 0.086
C -2.861 1.018 -0.010
O -3.977 0.353 0.096
O -1.816 0.415 -0.167
H 1.060 6.342 0.159
H -2.381 6.305 0.213
H -4.688 5.355 0.154
H -4.991 2.921 0.032
H -4.779 0.873 0.228
Cl 3.015 1.737 0.001
C 3.532 0.111 0.051
C 4.909 -0.120 0.045
C 5.360 -1.416 0.077
C 4.434 -2.493 0.141
C 3.061 -2.255 0.149
C 2.580 -0.959 0.111
P 0.761 -0.696 0.084
C 0.285 -1.412 -1.504
C 0.199 -0.571 -2.619
C -0.181 -1.099 -3.840
C -0.444 -2.460 -3.953
C -0.350 -3.299 -2.845
C 0.025 -2.781 -1.617
C 0.103 -1.677 1.422
C -1.182 -2.228 1.308
C -1.717 -2.939 2.364
C -0.999 -3.077 3.551
C 0.273 -2.526 3.666
C 0.823 -1.812 2.620
H 5.607 0.707 0.005
H 6.425 -1.610 0.046
H 4.802 -3.512 0.193
H 2.368 -3.084 0.198
H 0.414 0.488 -2.526
H -0.278 -0.450 -4.700
H -0.706 -2.874 -4.917
H -0.561 -4.355 -2.940
H 0.106 -3.444 -0.765
H -1.745 -2.101 0.395
H -2.693 -3.397 2.268
H -1.437 -3.611 4.383
H 0.838 -2.662 4.578
H 1.806 -1.368 2.728
*
```


# C25H19BIrN5O8S2

A structure of composition C25H19BIrN5O8S2 (ωB97M-V/def2-TZVPD, OMol25).

Properties
Gap between HOMO and LUMO (spin up / spin down) ... 0.2545 / 0.2159 hartree
<S²> ... 0.756
Energy ... -75250.84074 eV
HOMO level (spin up / spin down) ... -5.4 / -5.4 eV
Energy relative to the best compared isomer or geometry (same formula, charge and spin) ... 77.4 kcal per mole

```
! wB97M-V def2-TZVPD RIJCOSX def2/J DEFGRID3
* xyz -1 2
Ir -0.354 0.573 -0.053
O -0.535 1.315 4.128
C -0.288 1.250 2.930
N -1.091 0.802 1.942
C -2.349 0.240 2.206
C -2.910 0.045 3.469
C -4.173 -0.514 3.586
C -4.873 -0.889 2.451
C -4.311 -0.705 1.197
C -3.046 -0.131 1.078
N -2.367 0.096 -0.138
C -2.951 -0.134 -1.340
O -4.128 -0.391 -1.543
C -2.026 0.002 -2.482
C -2.366 -0.427 -3.747
C -1.467 -0.210 -4.778
C -0.260 0.405 -4.500
C 0.024 0.745 -3.191
N -0.872 0.585 -2.216
C 1.000 1.780 2.432
C 2.058 2.025 3.285
C 3.226 2.534 2.753
C 3.283 2.811 1.396
C 2.181 2.528 0.618
N 1.058 2.015 1.131
H -2.351 0.334 4.340
H -4.602 -0.663 4.569
H -5.857 -1.333 2.537
H -4.839 -0.999 0.309
H -3.318 -0.916 -3.887
H -1.701 -0.530 -5.785
H 0.481 0.576 -5.267
H 0.976 1.173 -2.910
H 1.939 1.801 4.335
H 4.089 2.707 3.382
H 4.170 3.224 0.939
H 2.173 2.724 -0.446
O 3.468 -0.302 0.980
S 2.242 -0.751 0.371
O 1.135 -0.841 1.328
O 1.819 0.092 -0.806
C 2.588 -2.416 -0.174
C 3.768 -2.968 0.318
C 4.150 -4.244 -0.057
C 3.366 -4.972 -0.938
C 2.187 -4.433 -1.424
C 1.783 -3.160 -1.038
S 0.266 -2.574 -1.781
O -0.511 -3.757 -2.061
O 0.719 -1.857 -2.955
O -0.396 -1.730 -0.758
H 4.373 -2.369 0.983
H 5.065 -4.670 0.336
H 3.670 -5.966 -1.241
H 1.545 -4.981 -2.100
B -0.769 5.111 -0.252
C -0.914 3.552 -0.359
N -0.993 2.401 -0.430
H -0.126 5.475 -1.216
H -0.189 5.297 0.799
H -1.870 5.615 -0.257
*
```


# C25H19BaI2N7O11

A structure of composition C25H19BaI2N7O11 (ωB97M-V/def2-TZVPD, OMol25).

Properties
Gap between HOMO and LUMO ... 0.2382 hartree
Energy ... -76085.39791 eV
HOMO level ... -2.9 eV
Energy relative to the best compared isomer or geometry (same formula, charge and spin) ... 8.7 kcal per mole

```
! wB97M-V def2-TZVPD RIJCOSX def2/J DEFGRID3
* xyz -2 1
Ba -1.455 1.462 1.081
O -0.473 -2.333 -1.619
C 0.864 -2.500 -1.588
C 1.386 -3.683 -2.113
C 2.747 -3.908 -2.105
C 3.616 -2.958 -1.572
C 3.101 -1.788 -1.046
C 1.730 -1.532 -1.049
C 1.179 -0.276 -0.463
O -0.081 -0.048 -0.647
N 1.987 0.507 0.189
N 1.300 1.536 0.856
C 2.104 2.472 1.189
C 1.859 3.697 1.956
C 2.959 4.562 2.006
C 2.956 5.762 2.688
C 1.803 6.118 3.378
C 0.703 5.288 3.363
C 0.678 4.069 2.655
O -0.400 3.312 2.685
H -0.620 -1.446 -1.176
H 0.689 -4.421 -2.492
H 3.136 -4.839 -2.499
H 4.683 -3.142 -1.550
H 3.744 -1.041 -0.602
H 3.135 2.374 0.841
H 3.854 4.258 1.473
H 3.831 6.401 2.688
H 1.762 7.047 3.936
H -0.186 5.562 3.915
O -3.019 -0.163 2.515
C -3.131 -0.800 1.450
O -3.648 -0.328 0.389
C -2.463 -2.144 1.327
C -3.087 -3.185 0.714
C -2.417 -4.410 0.524
C -1.102 -4.554 0.938
C -0.460 -3.509 1.550
C -1.054 -2.193 1.729
O -0.434 -1.175 2.072
N 0.901 -3.759 1.998
O 1.563 -4.598 1.394
O 1.318 -3.138 2.955
N -3.080 -5.503 -0.106
O -2.469 -6.558 -0.271
O -4.247 -5.359 -0.463
H -4.102 -3.075 0.359
H -0.580 -5.487 0.784
I -2.516 4.293 2.851
I -5.070 5.406 2.962
C -0.274 0.230 -3.853
N -0.826 1.384 -3.174
C 0.053 2.439 -2.703
C -0.793 3.083 -1.604
O -0.436 3.991 -0.885
N -1.984 2.401 -1.509
C -1.850 1.323 -2.283
N -2.685 0.282 -2.216
H 0.406 0.583 -4.627
H -1.067 -0.332 -4.345
H 0.267 -0.424 -3.170
H 0.305 3.162 -3.481
H 0.967 2.030 -2.262
H -3.227 0.172 -1.350
H -2.352 -0.595 -2.588
*
```


energy of number 4 (C25H18CsF9N10OS2)?
-89844.23453 eV


Which of these has the lowest energy?
C25H18CsF9N10OS2


Which of these has the lowest energy?
C25H18CsF9N10OS2


Which value of energy does entry 8 give?
-76085.39791 eV